C4H6KO2 | the ωB97M-V functional and the def2-TZVPD basis

```
! wB97M-V def2-TZVPD RIJCOSX def2/J DEFGRID3
* xyz -1 1
O -1.678 -0.712 -0.967
C -1.847 0.134 0.106
H -0.512 -0.947 -1.135
H -1.769 1.187 -0.277
C 1.136 -0.655 -1.378
C 1.232 0.367 -0.503
C 0.889 0.214 0.957
O -0.494 0.255 1.250
K -2.013 -1.360 2.367
H 1.078 1.407 -0.848
H 1.145 -0.293 -2.425
H 1.339 1.045 1.537
H 1.494 -0.643 1.317
*
```

Calculated values
Frontier orbital gap (eV): 3.44
Max |F| (Eh/bohr): 0.0647
Relative energy (zero: lowest compared OMol25 entry of this formula, charge and spin) (kcal per mole): 31.6
Highest occupied orbital energy (Ha): -0.0630
Molecular weight (u): 125.19

***

C3H4O4Pb | the ωB97M-V functional and the def2-TZVPD basis

```
! wB97M-V def2-TZVPD RIJCOSX def2/J DEFGRID3
* xyz 1 2
O -1.324 -1.665 2.144
C -0.479 -1.114 1.503
O 0.775 -1.055 1.518
O -0.856 -0.130 0.303
C -1.277 1.108 -2.359
C 0.098 1.139 -2.768
O 1.042 0.979 -1.943
H -1.702 0.287 0.504
H -1.573 1.806 -1.569
H -2.030 0.817 -3.093
H 0.335 1.177 -3.840
Pb 1.239 0.249 -0.038
*
```

Calculated values
Frontier orbital gap (spin up / spin down) (eV): 8.96 / 7.13
Max |F| (Eh/bohr): 0.1160
Relative energy (zero: lowest compared OMol25 entry of this formula, charge and spin) (kcal per mole): 61.6
Highest occupied orbital energy (spin up / spin down) (Ha): -0.5280 / -0.5269
Molecular weight (u): 311.26

***

C4H9ClN3 | the ωB97M-V functional and the def2-TZVPD basis

```
! wB97M-V def2-TZVPD RIJCOSX def2/J DEFGRID3
* xyz 1 1
C 0.695 -1.339 -0.134
C 2.050 0.478 -0.070
C -0.616 -1.042 -0.756
C -1.574 -0.142 0.104
N 0.975 -2.356 0.452
N 1.442 1.579 0.163
N -1.345 1.274 0.189
Cl 3.689 0.304 0.000
H -0.658 -0.631 -1.722
H -0.988 -2.007 -0.821
H -2.599 -0.207 -0.429
H -1.486 -0.466 1.181
H 1.764 -2.827 0.753
H 1.886 2.416 0.443
H -1.923 1.787 -0.464
H 0.230 1.739 -0.033
H -1.540 1.441 1.145
*
```

Calculated values
Frontier orbital gap (eV): 9.61
Max |F| (Eh/bohr): 0.0632
Relative energy (zero: lowest compared OMol25 entry of this formula, charge and spin) (kcal per mole): 52.0
Highest occupied orbital energy (Ha): -0.4882
Molecular weight (u): 134.59